{"formula": "C10H30LiO5S5", "method": "ωB97M-V/def2-TZVPD", "lumo_ev": -2.0, "multiplicity": 1, "orbital_gap_ev": 8.74, "relative_energy_kj_mol": 39.8, "total_charge": 1, "species": ["Li", "C", "S", "O", "C", "H", "H", "H", "H", "H", "H", "C", "S", "O", "C", "H", "H", "H", "H", "H", "H", "C", "S", "O", "C", "H", "H", "H", "H", "H", "H", "C", "S", "O", "C", "H", "H", "H", "H", "H", "H", "C", "S", "O", "C", "H", "H", "H", "H", "H", "H"], "positions_angstrom": [[-0.45551, -0.33614, 0.19739], [-2.05151, 3.40986, 0.05739], [-2.33251, 2.25186, 1.36539], [-1.14351, 1.22886, 1.25039], [-1.95151, 3.36286, 2.72439], [-2.83451, 3.96386, 0.31539], [-1.89551, 2.64686, -0.72961], [-1.09251, 3.98886, 0.12939], [-1.14551, 4.14786, 2.37239], [-1.69151, 2.88486, 3.67139], [-2.93451, 3.91786, 2.66139], [-1.22251, -2.53814, -2.81561], [-2.25551, -1.11614, -2.56561], [-1.70551, -0.58414, -1.25061], [-1.56051, -0.19014, -3.98961], [-0.21151, -2.33214, -2.51361], [-1.36951, -3.07714, -3.86961], [-1.46751, -2.97114, -2.02161], [-2.11151, 0.71486, -4.05061], [-1.67051, -0.87614, -4.84561], [-0.75451, 0.08286, -3.59961], [3.34549, 2.83086, -2.94061], [2.97349, 2.46386, -1.29661], [3.02049, 3.78186, -0.56061], [1.32149, 2.01886, -1.52361], [4.31549, 3.33286, -2.90061], [2.58949, 3.33886, -3.50261], [3.46549, 2.01686, -3.50861], [1.18949, 1.19386, -2.15261], [0.75749, 2.97186, -1.80561], [0.81349, 1.77086, -0.52061], [-1.85451, -0.65914, 3.82739], [-1.65251, -2.15714, 2.81239], [-0.88651, -1.73814, 1.51139], [-0.50851, -2.84914, 3.90939], [-2.60151, 0.06786, 3.43039], [-0.86151, -0.05114, 4.03739], [-2.07251, -0.88714, 4.79739], [0.41049, -2.32214, 4.15239], [-0.17151, -3.83414, 3.62539], [-1.04851, -3.12214, 4.72439], [2.23849, -2.79014, -1.20861], [2.55149, -1.73414, 0.12139], [1.41849, -0.59714, 0.14539], [2.20049, -2.87514, 1.39639], [2.12949, -2.40514, -2.18861], [1.28449, -3.20514, -0.87061], [2.96449, -3.78014, -1.17261], [2.44949, -2.28414, 2.25939], [2.80349, -3.69114, 1.38839], [1.27249, -3.38614, 1.52039]], "forces_ev_per_a": [[-0.381, -0.041, 0.522], [4.581, -2.667, -0.072], [3.830, -2.713, 0.656], [-1.878, 1.482, 0.235], [0.211, 2.416, -1.605], [-3.732, 2.958, -1.026], [-1.153, 1.155, -0.517], [-0.800, -0.651, 0.351], [-1.314, -1.820, 0.903], [-0.422, 0.077, -0.274], [0.938, -0.257, 1.115], [1.338, 2.329, -7.362], [0.307, 0.331, 0.043], [-0.295, 0.283, -1.197], [-7.256, -2.552, -1.381], [0.822, 0.834, -0.919], [0.319, 1.029, 2.697], [-2.712, -5.226, 6.121], [-0.963, 0.656, -0.643], [0.569, 0.731, 0.280], [7.859, 1.722, 2.266], [0.546, 2.577, 0.318], [1.326, 0.679, 2.153], [-0.405, -1.009, -0.511], [-3.289, 2.260, 2.550], [-0.315, 0.291, -0.180], [-0.490, 1.184, 0.213], [0.770, -3.732, -1.765], [-0.141, -1.090, -1.197], [0.712, -1.243, -0.317], [1.216, 0.164, -1.249], [2.098, 2.866, -1.847], [1.039, 2.380, -2.606], [-1.342, -1.139, 2.387], [2.450, -0.955, -1.169], [0.540, -0.912, 0.049], [-1.563, -1.357, -1.293], [-1.293, -1.251, 2.531], [-0.334, 0.677, -0.045], [0.020, -0.369, -0.975], [-1.646, -0.194, 2.951], [0.130, -4.466, 0.596], [-1.327, 3.920, 0.307], [2.551, -2.887, -0.454], [-0.957, 1.516, 1.106], [0.376, 0.739, -0.739], [-0.275, -0.189, -0.676], [-1.457, 2.839, -0.165], [-0.146, 0.006, 0.720], [2.800, -2.062, -0.397], [-1.465, 0.682, -0.489]], "mulliken_charge": [1.16, -1.06, 0.45, -0.53, -0.95, 0.70, 0.13, 0.28, 0.27, 0.34, 0.42, -0.60, 0.31, -0.55, -0.58, -0.08, 0.34, 0.44, 0.36, 0.38, -0.05, -1.10, 0.51, -0.67, -0.57, 0.33, 0.35, 0.45, 0.32, 0.43, -0.08, -0.99, 0.35, -0.58, -1.25, 0.20, 0.27, 0.62, 0.35, 0.41, 0.54, -0.79, 0.29, -0.54, -1.16, 0.40, 0.16, 0.32, 0.32, 0.67, 0.27]}